The following is a DFT calculation (wB97M-V/def2-TZVPD) of one molecule with the formula C5H11NOS.

Summary:
HOMO, eV: -8.416
SMILES: COC[C@@H](N)[C@H]1CS1
E_LUMO, eV: 0.98
Energy above the lowest of the compared OMol25 structures with the same formula, charge and spin, kcal per mole: 52.0
Frontier orbital gap, eV: 9.3937

XYZ file:
```
19
C5H11NOS, DFT wB97M-V/def2-TZVPD
C -2.2610 -1.4071 1.0937
C 0.0529 -1.0946 0.5118
C 0.8850 -0.1164 -0.3206
C 0.8789 1.2914 0.2649
C 1.4355 2.3852 -0.6350
H -3.2391 -0.9689 0.9314
H -2.0502 -1.4715 2.1695
H -2.3005 -2.4536 0.6892
H 0.4595 -1.1371 1.5617
H 0.0253 -2.0873 0.0776
H 1.9196 -0.4303 -0.1590
H 1.0037 -0.6675 -2.3477
H -0.5986 -0.1940 -1.8390
H 1.1496 1.3485 1.3285
H 1.6287 2.0524 -1.6433
H 2.1533 3.0729 -0.2146
N 0.4420 -0.1321 -1.7052
O -1.2749 -0.6075 0.4452
S -0.3097 2.6175 -0.2090
```

---

The following is a DFT calculation (wB97M-V/def2-TZVPD) of one molecule with the formula C3H6N2S4.

Summary:
HOMO (spin up / spin down), eV: -8.515 / -8.516
E_LUMO (spin up / spin down), eV: -0.72 / -0.72
Energy above the lowest of the compared OMol25 structures with the same formula, charge and spin, kcal per mole: 24.7
Frontier orbital gap (spin up / spin down), eV: 7.7940 / 7.7955

XYZ file:
```
15
C3H6N2S4, DFT wB97M-V/def2-TZVPD
C -0.8988 -0.5680 0.1055
C 0.2307 -0.6107 1.1577
C -0.6066 0.2557 -1.1442
N 0.7245 0.7161 1.4770
N 0.7788 1.4442 0.4590
S 1.0705 1.2362 3.0958
S 1.2062 3.0107 0.5234
S -1.7133 1.2381 -1.7390
S 0.8860 -0.3708 -1.8809
H -0.8494 -1.6973 -0.1608
H -1.7697 -0.2250 0.6066
H -0.1098 -1.0630 1.9639
H 1.2089 -1.1234 0.8021
H 1.2598 3.0578 -0.8214
H 1.0075 0.4433 -2.8376
```